Below is a molecular structure, C28H36CdN4, with properties calculated with the ωB97M-V functional and the def2-TZVPD basis.

Element x y z (Å)
1 Cd -0.6472 -0.1320 1.2320
2 N -1.1537 -2.1318 2.8211
3 N -0.2180 -2.4178 -0.3527
4 C 1.6330 1.9392 0.8389
5 C 2.4980 0.8546 1.1658
6 C 2.1806 0.4060 2.4764
7 C 2.7645 -0.7691 3.1559
8 H 3.3100 -1.4045 2.4475
9 H 1.9828 -1.3938 3.6129
10 H 3.4584 -0.4730 3.9552
11 C 1.1107 1.2017 2.9683
12 C 0.4727 1.0743 4.2995
13 H 1.0675 1.6265 5.0397
14 H 0.3866 0.0300 4.6301
15 H -0.5450 1.4854 4.3210
16 C 0.7865 2.1696 1.9646
17 C -0.2252 3.2466 2.0817
18 H -1.0232 2.9734 2.7830
19 H -0.6952 3.4612 1.1136
20 H 0.2183 4.1845 2.4480
21 C 3.4109 0.1315 0.2602
22 H 4.3941 -0.0611 0.7181
23 H 3.5557 0.6600 -0.6892
24 H 2.9759 -0.8546 0.0163
25 C 1.4785 2.6099 -0.4704
26 H 0.4126 2.6468 -0.7500
27 H 1.9700 2.0471 -1.2727
28 H 1.8522 3.6474 -0.4915
29 C -1.9249 -2.4259 3.8841
30 H -1.9768 -1.6497 4.6566
31 C -2.6158 -3.6433 3.9929
32 H -3.2683 -3.8139 4.8383
33 C -2.4531 -4.6200 2.9959
34 H -3.0327 -5.5499 3.0260
35 C -1.5464 -4.3836 1.9753
36 H -1.3368 -5.1066 1.1729
37 C -0.8830 -3.1192 1.9142
38 C 0.1150 -2.8100 0.9312
39 H 1.1724 -2.9189 1.1780
40 C -0.3466 -1.0822 -0.7131
41 C -0.4185 -3.2604 -1.4514
42 H -0.4352 -4.3279 -1.3157
43 C -0.5582 -2.4644 -2.5097
44 H -0.7333 -2.6892 -3.5365
45 N -0.4310 -1.1371 -2.0663
46 C -0.3329 0.0036 -2.9323
47 C 0.8933 0.3429 -3.5423
48 C 0.9588 1.5047 -4.3264
49 H 1.9117 1.7930 -4.7756
50 C -0.1573 2.3306 -4.5072
51 C -0.0998 3.5439 -5.4015
52 H -0.1334 4.4736 -4.8183
53 H -0.9519 3.5747 -6.0941
54 H 0.8222 3.5627 -5.9942
55 C -1.3431 2.0019 -3.8400
56 H -2.1978 2.6777 -3.8981
57 C -1.4514 0.8408 -3.0679
58 C -2.7358 0.5534 -2.3411
59 H -3.2203 -0.3917 -2.6285
60 H -3.4512 1.3514 -2.5545
61 H -2.5884 0.5405 -1.2512
62 C 2.1548 -0.4575 -3.3414
63 H 2.2966 -1.2412 -4.1008
64 H 2.2117 -0.9390 -2.3556
65 H 3.0271 0.2052 -3.4210
66 N -2.8307 0.4266 1.4642
67 H -3.1465 0.4668 2.4286
68 H -3.3936 -0.2605 0.9679
69 H -2.9809 1.3400 1.0354

## Properties
Strongest force on any atom = 2.715 eV/Å
LUMO = 0.165 Eh
M = 541.0 g mol⁻¹
Charge = -2

Below is a molecular structure, C28H36Cl5N4O5P2S3W, with properties calculated with the ωB97M-V functional and the def2-TZVPD basis.

Element x y z (Å)
1 W 1.4674 0.0619 0.0993
2 O 1.5127 3.4404 0.4055
3 N 1.2634 3.8324 -0.8062
4 C 1.7992 5.0062 -1.2304
5 C 1.5893 5.4896 -2.4959
6 C 0.7999 4.7504 -3.3728
7 C 0.2694 3.5577 -2.9370
8 C 0.4979 3.0705 -1.6430
9 S -0.2224 1.5939 -1.1026
10 H 2.3805 5.5056 -0.4707
11 H 2.0340 6.4318 -2.7808
12 H 0.6066 5.1022 -4.3767
13 H -0.3502 2.9516 -3.5832
14 Cl 1.5749 -3.4490 0.3084
15 C 2.4205 -2.6405 1.5972
16 C 2.6022 -1.2535 1.5364
17 C 3.4150 -0.7603 2.5700
18 Cl 3.8379 0.9332 2.6172
19 C 3.9444 -1.5409 3.5974
20 Cl 4.9299 -0.8513 4.8306
21 C 3.6736 -2.9039 3.6312
22 Cl 4.2934 -3.8875 4.8972
23 C 2.9105 -3.4609 2.6130
24 Cl 2.5953 -5.1548 2.6269
25 C 1.8849 -2.6740 -2.7810
26 P 1.8074 -0.9214 -2.2846
27 C 0.7689 -0.2222 -3.6106
28 C 3.4613 -0.3892 -2.9085
29 C 3.7845 1.0147 -2.4151
30 P 3.7288 1.0088 -0.5806
31 C 5.1545 -0.0840 -0.2265
32 C 4.4073 2.6616 -0.2205
33 H 0.9239 -3.1484 -2.6084
34 H 2.6593 -3.1973 -2.2250
35 H 2.1274 -2.7046 -3.8452
36 H 1.0785 -0.6689 -4.5576
37 H 0.8967 0.8577 -3.6587
38 H -0.2743 -0.4457 -3.4077
39 H 3.4685 -0.4542 -3.9990
40 H 4.2066 -1.0985 -2.5409
41 H 3.0434 1.7387 -2.7705
42 H 4.7676 1.3527 -2.7527
43 H 5.5032 0.0834 0.7896
44 H 5.9644 0.1402 -0.9234
45 H 4.8695 -1.1311 -0.3178
46 H 5.4756 2.6656 -0.4467
47 H 4.2396 2.9379 0.8155
48 H 3.9084 3.3912 -0.8537
49 C -6.7199 1.1423 -0.5739
50 C -6.1562 0.1067 0.3587
51 C -5.4060 0.4737 1.4697
52 C -4.8593 -0.4833 2.3159
53 C -5.0731 -1.8242 2.0480
54 C -5.8415 -2.2144 0.9576
55 C -6.3726 -1.2516 0.1204
56 S -4.3244 -3.0590 3.0750
57 O -5.2712 -4.1203 3.2507
58 O -3.7431 -2.3612 4.1812
59 N -3.1145 -3.7006 2.1969
60 C -2.0122 -2.8814 1.6965
61 C -2.2186 -2.4673 0.2423
62 C -1.0535 -1.7141 -0.3793
63 O -0.8907 -1.7383 -1.5932
64 O -0.3648 -1.0077 0.4537
65 H -6.7233 2.1295 -0.1139
66 H -7.7416 0.8961 -0.8632
67 H -6.1254 1.2000 -1.4880
68 H -5.2620 1.5258 1.6891
69 H -4.2828 -0.2016 3.1871
70 H -6.0263 -3.2660 0.7782
71 H -6.9727 -1.5540 -0.7295
72 H -3.4279 -4.4628 1.6126
73 H -1.0868 -3.4457 1.8029
74 H -1.9150 -2.0240 2.3620
75 H -3.1066 -1.8335 0.1477
76 H -2.4015 -3.3454 -0.3800
77 N -1.9282 0.9840 1.8336
78 C -0.8279 1.7236 1.9568
79 N -0.8915 3.0370 1.7608
80 S 0.6424 0.9861 2.4494
81 H -2.7330 1.3399 1.3418
82 H -1.7676 -0.0131 1.7944
83 H -1.7053 3.4221 1.3065
84 H 0.0036 3.4651 1.5306

## Properties
Strongest force on any atom = 0.848 eV/Å
Relative energy (zero: lowest compared OMol25 entry of this formula, charge and spin) = 0.307 eV
<S²> = 3.773
LUMO (alpha / beta) = 0.005 / -0.011 Eh
2S+1 = 4
M = 1027.9 g mol⁻¹
Charge = 0